# C24H23N5O2ReS

C24H23N5O2ReS as an isolated structure (ωB97M-V/def2-TZVPD, OMol25).

Frontier orbital gap (alpha / beta) = 0.158 / 0.172 Ha
Total charge = +4
Electronic energy = -1827.51585 a.u.
Spin multiplicity = 2

CARTESIAN COORDINATES (ANGSTROEM)
Re: 0.19797 0.40843 -0.05860
C: -1.94588 0.60406 3.78686
O: -1.18747 1.83501 3.49972
C: -0.58877 1.68005 2.38547
N: -0.71377 0.50334 1.79409
C: -1.41668 -0.39298 2.72974
C: -2.37539 -1.33162 2.05666
C: -3.41900 -1.91387 2.76989
C: -4.21232 -2.87738 2.16512
C: -3.95449 -3.29045 0.86452
C: -2.93534 -2.68578 0.13157
C: -2.14731 -1.72931 0.74043
C: 0.29178 2.68388 1.77024
C: 0.64961 3.94042 2.24187
C: 1.62385 4.65295 1.54236
C: 2.26142 4.08186 0.43855
C: 1.84110 2.82715 0.02179
N: 0.84734 2.18499 0.65564
C: 2.38734 1.95564 -1.02583
N: 1.71823 0.85076 -1.32697
C: 2.54273 0.03790 -2.24598
C: 3.81609 0.91069 -2.38665
O: 3.52186 2.10667 -1.58022
C: 2.65998 -1.34850 -1.64885
C: 3.81969 -2.10001 -1.70249
C: 3.85040 -3.37089 -1.12873
C: 2.71975 -3.92009 -0.53570
C: 1.54572 -3.18282 -0.47687
C: 1.52138 -1.91562 -1.04707
H: -3.00591 0.83466 3.67836
H: -1.74377 0.30906 4.81242
H: -0.65443 -1.03694 3.19053
H: -3.61360 -1.62479 3.79625
H: -5.03015 -3.32151 2.71690
H: -4.51387 -4.10355 0.42278
H: -2.77063 -2.98954 -0.89406
H: -1.30897 -1.26435 0.17679
H: 0.19283 4.34277 3.13903
H: 1.91103 5.64295 1.87741
H: 3.06733 4.59285 -0.07585
H: 2.02752 -0.04386 -3.20746
H: 4.02136 1.22976 -3.40548
H: 4.71551 0.46138 -1.97042
H: 4.70537 -1.72131 -2.19667
H: 4.77601 -3.93246 -1.13869
H: 2.73779 -4.92922 -0.14698
H: 0.65901 -3.61527 -0.03115
H: 0.52644 -1.44652 -1.18439
N: -2.30280 0.26278 -3.25164
C: -2.26220 1.43975 -2.66830
N: -2.72072 2.52777 -3.23247
S: -1.68827 1.67513 -1.00344
H: -2.72366 0.14736 -4.16787
H: -2.03729 -0.57945 -2.77124
H: -3.20602 2.51223 -4.12494
H: -2.67773 3.42582 -2.76997

Atoms 1-3, force components in eV/Å:
Re -1.444 -0.335 -1.142
C -0.488 -0.544 -0.060
O 0.175 0.367 -0.075

=====

# C24H24As2CsF6N6O7S2

C24H24As2CsF6N6O7S2 as an isolated structure (ωB97M-V/def2-TZVPD, OMol25).

Frontier orbital gap (alpha / beta) = 0.262 / 0.240 Ha
Total charge = -2
Electronic energy = -7671.71038 a.u.
Spin multiplicity = 2
Energy above the lowest of the compared OMol25 structures with the same formula, charge and spin = 165.6 kJ/mol

CARTESIAN COORDINATES (ANGSTROEM)
Cs: 1.12563 -0.11778 -1.08559
N: -2.57692 -2.62402 -0.76160
C: -1.52559 -1.78903 -0.55823
N: -1.21101 -1.26006 0.56472
C: -2.07184 -1.43329 1.64668
N: -1.95952 -0.73624 2.71236
N: -0.91688 0.13880 2.79237
C: -1.02703 1.24086 2.17347
C: 0.01099 2.28676 2.26884
C: -0.03460 3.33704 1.34830
C: 0.96166 4.29307 1.38857
C: 1.95810 4.19065 2.34988
C: 1.90261 3.12415 3.23256
N: 0.95996 2.18687 3.20535
C: -3.14541 -2.43125 1.54217
C: -3.93673 -2.80969 2.62001
C: -4.96483 -3.72164 2.45747
C: -5.20894 -4.26745 1.19984
C: -4.42696 -3.91202 0.11817
C: -3.38934 -2.99590 0.28627
H: -2.78584 -2.91775 -1.69944
H: -0.92738 -1.58701 -1.44011
H: -1.88240 1.43688 1.51990
H: -0.81129 3.35239 0.59666
H: 0.97024 5.09844 0.66527
H: 2.76140 4.91373 2.40773
H: 2.66283 3.00803 4.00107
H: -3.72717 -2.36465 3.58359
H: -5.57592 -4.01057 3.30316
H: -6.01276 -4.98095 1.06412
H: -4.60840 -4.34253 -0.85959
O: -0.35292 -0.18818 -3.33776
S: 0.11749 1.03825 -3.98767
O: 0.46054 0.85311 -5.38594
O: 1.14509 1.73255 -3.21157
C: -1.29364 2.19003 -4.02715
C: -1.45984 2.83988 -5.24953
C: -2.44095 3.79999 -5.42920
C: -3.27919 4.13027 -4.37637
C: -3.12993 3.49165 -3.15802
C: -2.14943 2.52006 -2.96294
S: -2.19248 1.74060 -1.33091
O: -2.92602 0.50816 -1.53588
O: -2.88611 2.69559 -0.46268
O: -0.80283 1.57452 -0.92982
H: -0.79222 2.56490 -6.05307
H: -2.54532 4.28956 -6.39084
H: -4.04966 4.88295 -4.49966
H: -3.76857 3.73206 -2.31974
O: 5.14232 1.74661 -2.17220
C: 5.03825 0.77634 -1.50100
N: 5.00490 -0.22420 -0.83098
F: 1.61583 -2.42667 0.10472
As: 1.63956 -4.15697 0.04050
F: 0.07359 -4.22392 0.79156
F: 0.89096 -4.12378 -1.52002
F: 1.70944 -5.89790 -0.00287
F: 3.21624 -4.08135 -0.68120
F: 2.39141 -4.17617 1.62227
C: 4.98454 0.95504 1.92120
As: 3.99777 -0.50975 1.11127
C: 5.08078 -2.06417 1.47385
C: 2.60216 -0.70596 2.50952
H: 5.16896 0.73222 2.97283
H: 4.37856 1.85873 1.84718
H: 5.92261 1.10383 1.39222
H: 5.48814 -1.98926 2.48294
H: 5.87578 -2.11127 0.73573
H: 4.45096 -2.94969 1.39806
H: 3.11711 -0.89070 3.45560
H: 1.95842 -1.54620 2.26343
H: 2.01104 0.20345 2.59015

Atoms 1-3, force components in eV/Å:
Cs 1.697 0.184 0.551
N 0.078 0.143 -0.155
C -0.166 -0.142 0.293

=====

# C24H24As2CsF6N6O7S2

C24H24As2CsF6N6O7S2 as an isolated structure (ωB97M-V/def2-TZVPD, OMol25).

Frontier orbital gap (alpha / beta) = 0.258 / 0.248 Ha
Total charge = -2
Electronic energy = -7671.68510 a.u.
Spin multiplicity = 2
Energy above the lowest of the compared OMol25 structures with the same formula, charge and spin = 231.9 kJ/mol

CARTESIAN COORDINATES (ANGSTROEM)
Cs: -1.32755 -0.82385 -0.64589
N: 2.87680 1.64109 0.21905
C: 1.63252 1.17396 0.49136
N: 0.58457 1.88805 0.71874
C: 0.70526 3.27843 0.59522
N: -0.29379 4.08089 0.52447
N: -1.52305 3.45285 0.29520
C: -2.33136 3.49871 1.25214
C: -3.74472 3.02612 1.10115
C: -4.67888 3.46844 2.02338
C: -5.99456 3.04186 1.91624
C: -6.33217 2.18274 0.89358
C: -5.33024 1.79164 0.01614
N: -4.06299 2.19633 0.10051
C: 2.06949 3.85367 0.54682
C: 2.32428 5.21100 0.71643
C: 3.60561 5.71587 0.59290
C: 4.65701 4.84879 0.28091
C: 4.42557 3.49858 0.12778
C: 3.13130 2.99407 0.28040
H: 3.49585 0.97789 -0.23108
H: 1.55981 0.09563 0.54817
H: -2.03154 3.88034 2.23187
H: -4.37193 4.14512 2.81447
H: -6.74083 3.37683 2.62750
H: -7.33899 1.80397 0.77753
H: -5.55619 1.09897 -0.78482
H: 1.48045 5.85830 0.92810
H: 3.79226 6.77286 0.73288
H: 5.66386 5.23224 0.16995
H: 5.23519 2.81614 -0.10608
O: 3.34209 -0.86174 -1.10666
S: 2.32874 -1.85281 -1.42504
O: 2.74800 -3.20909 -1.11179
O: 0.98194 -1.54960 -0.85797
C: 2.14392 -1.87929 -3.21983
C: 2.70894 -2.98083 -3.86776
C: 2.61622 -3.11543 -5.24335
C: 1.96598 -2.14936 -5.99532
C: 1.40437 -1.04980 -5.37150
C: 1.48597 -0.89537 -3.98771
S: 0.54402 0.45782 -3.28844
O: 1.30377 0.97665 -2.17377
O: 0.35748 1.39166 -4.37909
O: -0.68184 -0.24281 -2.89121
H: 3.20395 -3.72881 -3.26675
H: 3.04681 -3.98501 -5.72610
H: 1.88228 -2.26053 -7.07016
H: 0.88607 -0.28291 -5.93285
O: -0.18697 1.06797 3.54376
C: 0.27335 0.01598 3.24249
N: 0.80660 -1.04833 3.01933
F: -2.40889 -2.15608 1.18002
As: -4.01305 -2.80602 1.43209
F: -4.63841 -1.21694 1.36365
F: -4.18946 -2.92763 -0.28995
F: -5.56398 -3.44769 1.66493
F: -3.32549 -4.38175 1.44238
F: -3.76735 -2.66905 3.12174
C: 2.37765 -3.31439 2.09263
As: 0.53513 -2.83720 1.74010
C: 0.03425 -4.27233 0.44805
C: -0.32735 -3.64002 3.27536
H: 2.37453 -4.33619 2.47228
H: 2.75945 -2.62293 2.83552
H: 2.96472 -3.26710 1.17683
H: 0.29151 -5.19672 0.97060
H: 0.62455 -4.16881 -0.45793
H: -1.03111 -4.25367 0.23159
H: 0.11091 -4.62919 3.42198
H: -1.39426 -3.73872 3.09077
H: -0.15605 -3.01349 4.14205

Atoms 1-3, force components in eV/Å:
Cs -2.346 1.457 1.529
N -0.203 0.012 0.022
C -0.108 0.195 0.061

=====

# C24H24AsCl5F6N3O4S3V

C24H24AsCl5F6N3O4S3V as an isolated structure (ωB97M-V/def2-TZVPD, OMol25).

Frontier orbital gap (alpha / beta) = 0.246 / 0.263 Ha
Total charge = -1
Electronic energy = -8668.74128 a.u.
Spin multiplicity = 4
Energy above the lowest of the compared OMol25 structures with the same formula, charge and spin = 80.8 kJ/mol

CARTESIAN COORDINATES (ANGSTROEM)
V: 1.67729 1.35993 -0.41670
F: -0.37690 1.15213 3.64580
C: -0.41042 2.47668 3.65394
F: -1.66639 2.88179 3.51223
F: 0.04532 2.90568 4.83661
S: 0.61561 3.21363 2.30248
O: 0.24243 2.46834 1.10668
O: 0.31393 4.60473 2.37399
N: 2.11636 2.95288 2.73023
S: 2.83328 1.62893 2.30205
O: 2.00262 0.44792 2.27898
O: 3.68317 1.78407 1.13804
C: 3.93115 1.35660 3.74760
F: 3.19865 1.06882 4.81879
F: 4.68537 2.41776 4.01410
F: 4.72848 0.32077 3.48442
Cl: 1.86190 4.10195 -0.97678
C: 0.56800 3.56188 -2.01609
C: 0.32328 2.19761 -1.97825
C: -0.62989 1.74675 -2.87260
Cl: -0.88898 0.01707 -2.98260
C: -1.34670 2.59673 -3.71381
Cl: -2.54183 1.97989 -4.80545
C: -1.08880 3.96504 -3.68084
Cl: -1.97353 5.03823 -4.70880
C: -0.10574 4.45852 -2.82933
Cl: 0.26593 6.14512 -2.80204
C: 3.06909 0.86317 -2.01846
H: 2.58641 0.27402 -2.81153
H: 3.99960 0.34676 -1.74114
H: 3.37032 1.81155 -2.48613
C: -4.48160 -1.04919 -3.43995
C: -4.76195 -0.37565 -2.13684
C: -5.98648 0.07060 -1.74539
C: -6.09136 0.66408 -0.46403
N: -5.07974 0.78176 0.35850
C: -3.84230 0.34689 -0.02192
S: -2.48649 0.46545 0.92579
N: -3.73108 -0.21902 -1.28344
C: -7.40904 1.20304 0.00424
H: -5.39999 -1.17338 -4.00824
H: -4.03258 -2.02909 -3.27130
H: -3.77269 -0.45322 -4.01389
H: -6.84642 -0.03028 -2.39093
H: -2.78667 -0.45195 -1.57750
H: -8.23011 0.54356 -0.27908
H: -7.58742 2.17496 -0.46200
H: -7.38746 1.33674 1.08229
C: 1.13848 -2.47786 -1.72767
As: 1.40355 -1.27873 -0.21457
C: 0.32224 -2.22314 1.10143
C: 3.26263 -1.80668 0.23871
C: 3.37039 -3.03107 1.09000
C: 3.58592 -4.28523 0.52485
C: 3.62891 -5.42764 1.31494
C: 3.46070 -5.33180 2.68792
C: 3.24997 -4.08445 3.26427
C: 3.20304 -2.94806 2.47338
H: 1.48789 -3.47979 -1.47426
H: 1.69334 -2.08708 -2.57938
H: 0.07932 -2.51805 -1.97391
H: 0.63582 -3.25826 1.23178
H: -0.71215 -2.18091 0.76025
H: 0.39023 -1.68552 2.04605
H: 3.71580 -0.93668 0.71113
H: 3.75385 -1.95027 -0.72415
H: 3.72675 -4.36592 -0.54742
H: 3.79839 -6.39366 0.85506
H: 3.49464 -6.22154 3.30408
H: 3.11566 -3.99953 4.33560
H: 3.01899 -1.97838 2.92024

Atoms 1-3, force components in eV/Å:
V -0.213 0.282 -0.994
F 0.027 -0.056 -0.014
C -0.008 0.041 0.016

=====

Q: Which largest force on an atom values were calculated for the entries above? A: 1.87; 1.79; 3.58; 1.06, in eV/A.